#a
This record from OMol25 describes an isolated molecule of C6H11ClO. The level of theory is ωB97M-V/def2-TZVPD.

Values from the calculation:
HOMO (eV): -10.26

ORCA input file:
```
! wB97M-V def2-TZVPD RIJCOSX def2/J DEFGRID3
* xyz 0 1
Cl -2.9025 -1.6336 -0.3755
O -0.0964 1.9077 -0.2679
C 0.3533 -0.1836 1.0340
C -1.5914 -0.3627 0.1101
C -0.4846 -0.3436 -0.9236
C -0.8772 -0.9788 1.2785
C 1.9683 0.5813 -0.6273
C 0.5031 0.5505 -0.3470
H -0.1447 -1.3803 -1.0462
H 2.0458 1.3875 -1.6411
H -0.8017 -2.0235 1.0384
H -1.0437 0.1933 -1.7919
H 2.2468 -0.3824 -1.1944
H -2.0930 0.5448 0.3413
H 0.6492 0.4482 1.8628
H 1.2801 -0.7114 0.9501
H 0.2737 2.3734 -1.0655
H -1.7911 -0.9241 2.1797
H 2.5059 0.9372 0.4855
*
```

#b
This record from OMol25 describes C6H11ClO as an isolated structure. The level of theory is ωB97M-V/def2-TZVPD.

Values from the calculation:
HOMO (eV): -9.68

ORCA input file:
```
! wB97M-V def2-TZVPD RIJCOSX def2/J DEFGRID3
* xyz 0 1
Cl 2.4394 -1.5063 -1.0425
O 0.4250 0.9844 0.4876
C 0.7146 -1.1288 -0.6025
C 0.5654 -0.3876 0.6073
C -1.7536 0.4870 -0.4448
C -0.7460 0.4245 0.6855
C -1.3751 0.5488 2.0967
C -2.4829 2.0135 -0.5828
H 0.2622 -2.0439 -0.8217
H -1.3966 0.2017 -1.5292
H 0.4241 -0.3818 -1.4489
H -2.8265 0.3243 1.8481
H -2.5125 -0.0509 -0.1506
H -1.7191 2.8335 -0.5763
H -0.8893 -0.2469 3.1355
H -3.0671 2.0903 0.3789
H -0.9689 1.8725 2.3118
H -3.0415 2.0735 -1.3185
H 1.3307 -0.6848 1.4365
*
```

Preferred: #a; penalty for the next structure: 0.1252 hartree.

#a
This record from OMol25 describes a 4-piece molecular cluster, C2H11NO4 overall. The level of theory is ωB97M-V/def2-TZVPD.

Values from the calculation:
HOMO (eV): -10.45

ORCA input file:
```
! wB97M-V def2-TZVPD RIJCOSX def2/J DEFGRID3
* xyz 0 1
O -0.6967 1.2436 -2.1688
O -2.1258 -1.9101 2.9673
O 0.2211 3.9604 -2.7097
O -0.8353 -0.3059 0.4516
N 1.3007 -0.7633 0.7283
C 2.4680 -1.6646 0.6938
C 0.0377 -1.1618 0.5519
H -0.2035 -2.2198 0.6518
H -1.1860 -1.9048 2.9121
H 0.2342 4.0205 -3.6816
H 1.5717 0.2074 0.7406
H -1.5948 0.8504 -2.1526
H -0.4001 0.8883 -1.3132
H -2.3732 -0.9840 2.9704
H 2.9252 -1.6706 1.6725
H -0.2263 3.1318 -2.4742
H 3.1390 -1.3335 -0.1014
H 2.1671 -2.6284 0.2846
*
```

#b
This record from OMol25 describes a 4-piece molecular cluster, C2H11NO4 overall. The level of theory is ωB97M-V/def2-TZVPD.

Values from the calculation:
HOMO (eV): -10.16

ORCA input file:
```
! wB97M-V def2-TZVPD RIJCOSX def2/J DEFGRID3
* xyz 0 1
O -2.0352 -0.9213 -1.5992
O -0.9126 -2.5491 1.3356
O 1.5826 -1.2746 -0.0296
O -4.3658 1.7998 -2.6599
N 1.8966 0.5039 1.3767
C 2.3073 -0.4918 0.5440
C 2.6703 1.7668 1.3392
H -1.2179 -0.8049 -2.0513
H 1.9445 2.5542 1.5268
H 3.1710 2.0322 0.4064
H -0.1366 -2.3260 0.7786
H -4.4330 0.8843 -2.3386
H -0.8682 -3.4233 1.7296
H -5.2540 2.1987 -2.5493
H 3.3737 -0.4779 0.3054
H -2.1006 -1.8762 -1.6835
H 3.4529 1.7376 2.0883
H 0.9251 0.6677 1.4806
*
```

#c
This record from OMol25 describes a 4-piece molecular cluster, C2H11NO4 overall. The level of theory is ωB97M-V/def2-TZVPD.

Values from the calculation:
HOMO (eV): -10.07

ORCA input file:
```
! wB97M-V def2-TZVPD RIJCOSX def2/J DEFGRID3
* xyz 0 1
O 4.7035 -0.9949 -0.9374
O 1.8466 0.0729 0.3173
O -3.3777 -1.9507 0.3104
O -2.5449 -0.1981 -1.9840
N 0.4952 1.6717 -0.5235
C 0.0587 0.8379 1.7197
C 0.8957 0.8186 0.4596
H -2.6103 -1.0740 -2.3775
H -2.4278 -1.9544 0.4695
H -3.7580 -2.5129 0.9923
H 5.4773 -0.4066 -0.9914
H -0.5550 1.7416 1.7894
H -0.3512 2.1992 -0.4445
H -0.5908 -0.0205 1.8189
H -2.9876 -0.3135 -1.1345
H 0.7215 0.8221 2.5795
H 3.9992 -0.3831 -0.6767
H 1.0056 1.6449 -1.3871
*
```

Preferred: #c; penalty for the next structure: 0.0262 hartree.

#a
This record from OMol25 describes a 2-piece molecular cluster, C8H8N4O2 overall. The level of theory is ωB97M-V/def2-TZVPD.

Values from the calculation:
HOMO (spin up / spin down) (eV): -7.76 / -6.71

ORCA input file:
```
! wB97M-V def2-TZVPD RIJCOSX def2/J DEFGRID3
* xyz 0 1
O 0.6604 2.4794 1.9639
O 0.0734 1.7357 -1.8956
N 2.4942 0.2939 -1.3273
N -1.3740 -0.6318 0.5058
N 1.2655 -0.9286 0.2234
N -2.4437 0.5148 -1.0280
C 1.2225 0.0375 -0.6948
C -0.0086 0.7166 -1.0476
C -0.0970 2.4244 1.0494
C 3.3898 -0.5859 -0.6115
C -2.7439 -0.8033 0.7258
C -1.2399 0.2134 -0.5635
C -3.3865 -0.0491 -0.2377
C 2.6078 -1.3053 0.2358
H -3.0446 -1.1088 1.6802
H -4.4000 0.2123 -0.3742
H 2.6444 1.0958 -1.8460
H 3.0543 -2.0802 0.7747
H 4.4291 -0.8278 -0.6520
H -0.8764 2.1732 -1.7418
H -0.6859 -1.0786 1.1196
H -0.8984 3.0909 0.5546
*
```

#b
This record from OMol25 describes an isolated molecule of C8H8N4O2. The level of theory is ωB97M-V/def2-TZVPD.

Values from the calculation:
HOMO (eV): -8.84

ORCA input file:
```
! wB97M-V def2-TZVPD RIJCOSX def2/J DEFGRID3
* xyz 0 1
O 3.0456 -0.3605 -0.1740
O 2.2895 -2.3474 0.1570
N 0.6984 0.7553 0.2081
N 0.9484 2.8257 -0.5191
N -0.3036 -0.6473 -1.6302
N 2.1611 -1.1419 0.0881
C -1.5365 -0.8373 -1.3872
C 0.8218 -0.6170 0.3317
C 0.0123 1.5764 1.0742
C 0.1920 2.8436 0.6162
C -1.4432 -1.1792 1.0446
C 1.2384 1.5846 -0.7419
C -2.1192 -0.8184 -0.0721
C -0.0363 -1.4160 1.0231
H 0.3438 -2.3352 1.4502
H -3.1959 -0.7274 -0.0325
H 1.8178 1.2273 -1.5682
H -0.1641 3.7674 1.0267
H -2.2529 -1.0952 -2.1759
H -0.5168 1.1941 1.9225
H -1.9902 -1.4216 1.9466
H -0.0106 -0.8301 -2.5876
*
```

Preferred: #a; penalty for the next structure: 0.0540 hartree.

#a
This record from OMol25 describes a 2-piece molecular cluster, C5H12NO2 overall. The level of theory is ωB97M-V/def2-TZVPD.

Values from the calculation:
HOMO (eV): -14.14

ORCA input file:
```
! wB97M-V def2-TZVPD RIJCOSX def2/J DEFGRID3
* xyz 1 1
O 0.5269 -0.4726 -0.2566
O 2.2823 -0.6619 -2.1694
N -2.1022 -0.2124 0.5197
C -1.0718 0.4939 1.1276
C 1.8733 -1.6408 -3.2219
C -1.2792 1.8451 1.7588
C -1.1867 0.7467 2.6938
C 0.2367 0.2751 0.6913
H -0.4165 2.4788 1.7613
H 2.4411 -2.4533 -3.0159
H -2.3096 2.1627 1.4701
H -2.8190 -0.4603 1.1836
H 1.5050 -0.4677 -0.6058
H 2.2492 -1.1321 -4.2042
H 0.7104 -1.7770 -3.3104
H -2.6476 0.4229 -0.1766
H 3.1399 -0.9269 -1.9665
H 1.0496 0.8954 1.2187
H -1.9400 0.2002 3.2896
H -0.2419 0.6843 3.2127
*
```

#b
This record from OMol25 describes an isolated ion of composition C5H12NO2 and charge +1. The level of theory is ωB97M-V/def2-TZVPD.

Values from the calculation:
HOMO (eV): -13.78

ORCA input file:
```
! wB97M-V def2-TZVPD RIJCOSX def2/J DEFGRID3
* xyz 1 1
O -3.0965 0.8614 -0.6881
O -2.1326 0.4392 -2.6716
N 0.8479 -1.3402 1.8113
C 2.0024 -0.2660 -0.0931
C 0.8467 -0.1409 0.8527
C -2.1192 0.8303 -1.3776
C -0.7373 1.0737 -0.8277
C -0.5725 0.0917 0.3616
H 1.0158 0.6715 1.5044
H 1.3986 -1.0498 2.5946
H 1.1315 -2.2248 1.3956
H 0.0539 0.8913 -1.5452
H 2.2654 -1.2943 -0.3708
H -0.6044 2.0887 -0.4611
H 2.9411 0.1572 0.2746
H -0.0596 -1.4504 2.2805
H -1.0384 -0.8618 0.0639
H 1.8848 0.2223 -1.0511
H -1.2671 0.3611 1.1631
H -2.7604 0.9400 -3.2159
*
```

#c
This record from OMol25 describes a 2-piece molecular cluster, C5H12NO2 overall. The level of theory is ωB97M-V/def2-TZVPD.

Values from the calculation:
HOMO (eV): -14.07

ORCA input file:
```
! wB97M-V def2-TZVPD RIJCOSX def2/J DEFGRID3
* xyz 1 1
O -1.3099 0.6648 0.8251
O -1.1731 -2.5517 0.9431
N 0.0464 -0.5451 -1.1986
C 1.2103 0.3480 -1.2791
C -0.7137 1.6598 1.1654
C 1.4791 1.0107 0.0755
C 0.4788 2.1621 0.3965
C 0.0846 -1.7898 -1.3950
H -2.0214 -2.6808 1.3845
H 0.9667 -2.3338 -1.7100
H -1.0615 2.2272 2.0433
H -0.7816 -2.4265 -1.2995
H 0.0452 2.6203 -0.4942
H 0.9603 1.1158 -2.0014
H -0.5490 -2.8322 1.6256
H 1.3804 0.3043 0.9012
H 2.0811 -0.2349 -1.5556
H 2.5029 1.3554 0.0529
H 1.0467 2.8633 1.0090
H -0.7971 -0.1595 -0.7680
*
```

#d
This record from OMol25 describes a 2-piece molecular cluster, C5H12NO2 overall. The level of theory is ωB97M-V/def2-TZVPD.

Values from the calculation:
HOMO (eV): -12.88

ORCA input file:
```
! wB97M-V def2-TZVPD RIJCOSX def2/J DEFGRID3
* xyz 1 1
O -3.0911 0.7963 0.4933
O -3.3125 -1.3420 -0.0686
N -0.1823 -0.3338 -0.1759
C -3.1139 -0.1218 -0.4236
C 0.6602 0.6483 0.5690
C 2.1906 -1.3292 -0.1206
C 1.5737 1.6553 -0.1569
C 0.9577 -0.7777 0.5842
H 1.0670 2.5819 -0.2452
H 2.4894 1.8257 0.3034
H 2.9901 -0.6735 0.0072
H -2.7854 1.5944 0.2563
H -3.3789 -1.5354 0.9310
H 1.8972 1.1674 -1.1698
H 2.2592 -2.2980 0.2811
H 0.2825 1.1688 1.3995
H -3.2704 -0.1162 -1.5664
H 2.2961 -1.3342 -1.1844
H -0.2312 -0.2368 -1.1602
H 0.7019 -1.3394 1.4465
*
```

Preferred: #b; penalty for the next structure: 0.0163 hartree.

#a
This record from OMol25 describes an isolated molecule of C7H16N2. The level of theory is ωB97M-V/def2-TZVPD.

Values from the calculation:
HOMO (eV): -7.31

ORCA input file:
```
! wB97M-V def2-TZVPD RIJCOSX def2/J DEFGRID3
* xyz 0 1
N -3.1054 0.4760 0.0845
N -1.1016 -0.7577 0.4303
C -0.8190 1.7503 -0.0650
C 0.2894 -0.8039 0.5459
C 0.7245 -0.6413 -1.9384
C 2.5445 -0.1422 -0.2552
C -1.7438 0.2985 -0.2991
C 0.8193 -0.9051 1.9546
C 1.0820 -0.4212 -0.4905
H 0.1958 1.9412 -0.4013
H -0.8827 1.9447 1.0057
H -3.7281 -0.1694 -0.3837
H -1.6814 0.1291 -1.3720
H 2.9891 0.3262 -1.1365
H 1.0292 0.0806 2.3789
H -1.4321 2.4908 -0.5745
H -1.5569 -0.8979 1.3264
H -3.2043 0.8417 1.0254
H 2.7032 0.4946 0.6154
H 1.5037 -1.2348 -2.4176
H 3.0983 -1.0737 -0.0874
H 0.0916 -1.3903 2.6048
H -0.2140 -1.1780 -2.0532
H 1.7517 -1.4682 1.9774
H 0.6471 0.3099 -2.4748
*
```

#b
This record from OMol25 describes an isolated molecule of C7H16N2. The level of theory is ωB97M-V/def2-TZVPD.

Values from the calculation:
HOMO (eV): -7.86

ORCA input file:
```
! wB97M-V def2-TZVPD RIJCOSX def2/J DEFGRID3
* xyz 0 1
N 0.1265 -2.0841 0.4839
N 2.2171 -0.7813 0.2387
C -0.0571 0.8021 -1.0283
C 0.1422 0.3726 0.4002
C -1.3678 0.4653 -0.3705
C -2.1270 -0.6881 -0.9645
C 3.0595 0.3588 0.5444
C -2.2386 1.6016 0.0958
C 0.7028 -0.8797 0.8860
H -1.4855 -1.4946 -1.3339
H 0.2868 1.1709 1.1214
H -2.6978 -0.3647 -1.8464
H -1.6611 2.3881 0.5929
H 2.1381 -0.9229 -0.7657
H -2.7633 2.0694 -0.7479
H -2.9910 1.2447 0.8061
H 3.0162 0.6056 1.6111
H 0.1479 1.8467 -1.2498
H 0.2958 0.1307 -1.8077
H 0.7861 -2.7614 0.1200
H 4.1064 0.1368 0.3034
H -2.8314 -1.1036 -0.2381
H 0.8521 -0.8706 1.9678
H 2.7887 1.2565 -0.0273
H -0.4457 -2.4986 1.2084
*
```

#c
This record from OMol25 describes a 2-piece molecular cluster, C7H16N2 overall. The level of theory is ωB97M-V/def2-TZVPD.

Values from the calculation:
HOMO (spin up / spin down) (eV): -5.64 / -5.76

ORCA input file:
```
! wB97M-V def2-TZVPD RIJCOSX def2/J DEFGRID3
* xyz 0 1
N 1.8390 0.0617 -2.6669
N -0.2410 0.7233 -1.7331
C -0.4610 -2.0492 0.6984
C -1.4653 -0.9548 0.8910
C 0.0681 0.4269 2.2643
C -1.2454 0.1563 1.5891
C 3.1505 0.2419 -2.8977
C -2.2851 1.2280 1.7292
C 1.1450 0.4818 -1.6271
H 1.2944 -0.3559 -3.4200
H 0.1528 1.4723 2.5531
H -2.4780 1.4294 2.7820
H -0.6967 0.1414 -2.4271
H -1.9361 2.1569 1.2776
H -0.2109 -2.5092 1.6569
H 3.6316 -0.4031 -3.6109
H -2.4256 -1.0959 0.4115
H -3.2180 0.9426 1.2500
H 0.4677 -1.6652 0.2690
H 3.7363 0.7602 -2.1659
H 0.9130 0.1919 1.6180
H 0.1660 -0.1840 3.1629
H -0.8467 -2.8185 0.0307
H -0.7107 0.6798 -0.8342
H 1.6560 0.9414 -0.8009
*
```

#d
This record from OMol25 describes an isolated molecule of C7H16N2. The level of theory is ωB97M-V/def2-TZVPD.

Values from the calculation:
HOMO (eV): -8.40

ORCA input file:
```
! wB97M-V def2-TZVPD RIJCOSX def2/J DEFGRID3
* xyz 0 1
N 0.3207 -0.5695 0.1596
N 0.2544 0.2833 -0.9646
C 0.7758 2.2656 0.5800
C 2.7567 -0.6636 -0.0541
C -2.8965 -0.0524 -0.5313
C -2.0246 -0.3056 0.7045
C -0.9429 -1.2672 0.2310
C 1.4806 -1.4300 -0.1894
C 0.3851 1.5167 -0.6928
H 1.6356 -2.3176 0.5073
H 0.2374 2.2818 -1.5508
H -3.5783 0.9989 -0.3597
H 3.6365 -1.3286 0.0342
H 1.7816 2.5187 0.4864
H -1.5182 0.7220 0.9494
H 0.1686 3.1417 0.7376
H 2.9049 -0.0112 -0.8536
H 0.7694 1.5430 1.4915
H -1.1599 -1.8044 -0.6826
H -3.6244 -0.8314 -1.0102
H -0.7440 -2.1147 0.9986
H 2.8298 -0.1170 0.8875
H -2.6462 -0.6908 1.6460
H -2.1192 0.1981 -1.3873
H 1.3172 -1.9657 -1.1372
*
```

Preferred: #a; penalty for the next structure: 0.0272 hartree.

#a
This record from OMol25 describes an isolated molecule of C7H16N2. The level of theory is ωB97M-V/def2-TZVPD.

Values from the calculation:
HOMO (spin up / spin down) (eV): -8.68 / -8.80

ORCA input file:
```
! wB97M-V def2-TZVPD RIJCOSX def2/J DEFGRID3
* xyz 0 1
N -0.4067 0.9958 -0.7105
N 2.2750 0.0190 0.6734
C 0.1748 -1.3080 -0.2530
C -1.4570 -0.0671 1.3942
C 1.4054 -1.0601 0.7353
C -0.5258 2.2471 -0.1866
C -2.0813 -0.5865 -0.8996
C 2.9618 0.2065 -0.5907
C -0.9290 -0.1381 -0.0431
H -2.9235 -1.1402 -0.3473
H 2.3437 0.9544 -1.1431
H 0.7980 -0.9640 1.7171
H 0.0761 3.0393 -0.6426
H 1.9222 -2.0001 0.7078
H -0.7173 0.1114 2.0834
H -0.3121 -2.1916 0.0096
H 0.3949 -1.3367 -1.4394
H -2.3984 0.2607 -1.5005
H -1.9477 -1.0043 1.4593
H 4.0130 0.5818 -0.3288
H 2.9729 -0.8320 -1.1815
H -0.2834 2.0977 0.9395
H -2.1932 0.7259 1.3615
H -1.6012 -1.2782 -1.7065
H -1.5609 2.6674 -0.1080
*
```

#b
This record from OMol25 describes a 2-piece molecular cluster, C7H16N2 overall. The level of theory is ωB97M-V/def2-TZVPD.

Values from the calculation:
HOMO (eV): -8.11

ORCA input file:
```
! wB97M-V def2-TZVPD RIJCOSX def2/J DEFGRID3
* xyz 0 1
N 2.3301 -0.3710 -0.2182
N 0.3012 0.5518 -1.0508
C -0.5503 1.7173 -1.1888
C 1.5415 0.6018 -0.4239
C -0.2920 -0.6595 -1.4643
C -1.0079 -0.0657 1.8469
C 2.0006 1.9543 0.0507
C -0.8827 -2.5154 1.0857
C -1.5776 -1.0415 1.1185
H 1.3034 2.3929 0.7640
H -1.1505 0.9826 1.6353
H -0.2753 2.2752 -2.0997
H 1.9928 -1.2838 -0.5123
H 2.9622 1.8217 0.5398
H -1.0093 -2.9919 0.1159
H -0.7000 -0.5909 -2.4723
H -1.4335 -3.0768 1.8336
H -1.3109 -0.7804 -0.6157
H -0.5125 2.3544 -0.3186
H 0.1814 -2.4428 1.2838
H -1.5918 1.4282 -1.2882
H -2.6559 -1.1509 1.0941
H 2.1226 2.6366 -0.7921
H 0.3792 -1.5057 -1.4209
H -0.1647 -0.2403 2.4976
*
```

Preferred: #b; penalty for the next structure: 0.0825 hartree.